Record 1
ORCA calculation (ωB97M-V/def2-TZVPD) on a structure of composition CAlF3.

Summary:
**2S+1**: 2
**Lowest unoccupied orbital energy (spin up / spin down)**: -6.66 / -9.29 eV
**Charge**: +1
**Energy**: -579.75042 a.u.
**HOMO-LUMO gap (spin up / spin down)**: 9.49 / 8.54 eV
**⟨S²⟩**: 0.755

```
5
Properties=species:S:1:pos:R:3:forces:R:3:lowdin_charge:R:1
C -0.014 -0.007 -0.365 -2.886 -0.990 2.204 -0.471
F -0.691 -0.844 0.423 1.347 0.461 -1.508 0.150
F -0.934 0.873 -0.776 2.151 -0.039 0.804 0.142
Al 1.655 -0.176 -1.446 0.352 -0.066 0.699 1.287
F 1.181 0.339 0.650 -0.964 0.634 -2.198 -0.108
```
Forces are in eV/Å.

=====

Record 2
ORCA calculation (ωB97M-V/def2-TZVPD) on a structure of composition C37H53N7RuSe.

Summary:
**2S+1**: 2
**Lowest unoccupied orbital energy (spin up / spin down)**: -2.95 / -3.12 eV
**Energy above the lowest of the compared OMol25 structures with the same formula, charge and spin**: 2.378 eV
**Charge**: +1
**Energy**: -4321.05755 a.u.
**HOMO-LUMO gap (spin up / spin down)**: 5.97 / 6.08 eV
**⟨S²⟩**: 0.795

```
99
Properties=species:S:1:pos:R:3:forces:R:3:lowdin_charge:R:1
Ru 0.896 -0.072 -0.626 -1.753 0.078 -0.182 1.096
C 3.657 2.266 -0.722 0.004 0.005 -0.020 -0.199
C 2.740 3.047 0.218 -0.029 0.000 0.000 -0.180
C 1.337 3.240 -0.330 -0.288 0.045 0.243 -0.226
N 0.784 2.058 -0.993 0.201 -0.006 -0.200 -0.090
C 0.056 2.331 -2.054 0.077 -0.140 -0.131 -0.264
C -0.523 3.614 -2.298 0.240 0.122 -0.174 -0.057
C -0.983 4.199 -3.449 0.090 0.065 -0.010 -0.074
C -0.941 3.719 -4.759 0.033 -0.110 0.045 -0.088
C -0.607 2.431 -5.113 -0.057 0.046 -0.053 -0.073
C -0.393 1.319 -4.303 -0.080 -0.024 0.067 -0.008
C -0.267 1.190 -2.916 -0.241 0.049 0.109 -0.224
N -0.254 0.011 -2.271 1.063 -0.027 -0.197 -0.135
C -0.941 -1.131 -2.878 -0.085 -0.046 0.173 -0.195
C -0.377 -2.518 -2.581 -0.027 0.131 0.040 -0.140
C -0.197 -2.783 -1.086 -0.196 -0.271 -0.295 -0.259
N 0.983 -2.110 -0.640 0.158 0.307 0.097 -0.129
C 2.155 -2.688 -0.608 0.177 -0.080 0.147 -0.221
C 2.348 -4.073 -0.896 -0.060 0.032 0.064 0.001
C 3.472 -4.850 -0.922 0.079 0.000 -0.047 -0.064
C 4.821 -4.496 -0.761 -0.110 0.039 0.009 -0.088
C 5.277 -3.234 -0.508 -0.005 0.063 0.018 -0.063
C 4.571 -2.044 -0.256 0.081 -0.069 -0.007 -0.012
C 3.216 -1.755 -0.204 -0.120 0.023 0.077 -0.220
N 2.734 -0.534 0.191 0.365 0.118 -0.340 -0.117
C 3.720 0.307 0.875 -0.136 0.076 0.195 -0.269
C 4.536 1.290 0.039 0.014 -0.057 0.008 -0.181
H 4.274 2.944 -1.313 0.008 0.014 0.022 0.117
H 3.054 1.700 -1.434 0.027 0.029 -0.027 0.088
H 3.159 4.036 0.415 -0.037 0.001 0.037 0.120
H 2.672 2.560 1.191 0.019 -0.023 -0.004 0.076
H 1.364 4.065 -1.044 0.045 -0.045 -0.007 0.112
H 0.669 3.560 0.484 0.007 0.018 -0.028 0.116
H -0.611 4.229 -1.412 -0.061 -0.020 -0.017 0.107
H -1.384 5.199 -3.323 0.023 0.009 -0.005 0.114
H -1.206 4.405 -5.553 0.004 0.012 0.000 0.104
H -0.571 2.226 -6.177 -0.040 -0.020 -0.002 0.110
H -0.272 0.394 -4.851 -0.004 0.033 -0.021 0.102
H -1.010 -1.011 -3.956 0.007 -0.046 0.023 0.102
H -1.968 -1.093 -2.502 -0.071 -0.022 -0.025 0.105
H 0.586 -2.659 -3.080 -0.011 -0.038 -0.028 0.120
H -1.078 -3.239 -3.008 0.016 0.000 -0.015 0.120
H -0.197 -3.850 -0.859 0.012 0.016 -0.071 0.110
H -1.004 -2.341 -0.525 -0.313 0.051 0.104 0.028
H 1.443 -4.612 -1.132 -0.001 -0.004 0.049 0.094
H 3.290 -5.898 -1.136 0.000 0.005 -0.034 0.112
H 5.554 -5.283 -0.870 0.000 -0.005 -0.024 0.105
H 6.355 -3.121 -0.478 0.001 0.009 0.030 0.112
H 5.223 -1.204 -0.077 0.033 -0.039 0.016 0.085
H 4.401 -0.335 1.440 -0.028 0.035 0.045 0.113
H 3.172 0.869 1.631 0.047 0.030 -0.051 0.068
H 5.191 0.764 -0.659 0.001 -0.007 0.000 0.107
H 5.182 1.833 0.738 0.041 -0.013 -0.032 0.125
N -1.601 -0.052 3.988 -0.098 0.027 0.053 0.167
C -0.685 -0.172 5.180 0.138 -0.088 0.058 -0.264
C 0.030 -1.523 5.161 0.036 0.057 0.036 -0.106
C 0.965 -1.694 3.962 0.070 -0.023 0.079 -0.367
N 0.161 -1.882 2.757 -0.025 -0.108 0.019 0.056
C 1.891 -0.483 3.836 0.008 0.034 -0.039 -0.099
C 1.221 0.893 3.897 0.004 -0.043 0.000 -0.336
N 0.364 1.156 2.727 0.092 -0.030 0.101 0.001
C 0.333 0.978 5.147 -0.113 -0.051 -0.170 -0.094
H -1.905 -0.953 3.625 0.022 0.002 -0.001 0.127
H -0.995 0.392 3.207 0.012 0.061 -0.082 0.035
H -2.408 0.537 4.175 0.011 0.005 -0.007 0.160
H -1.301 -0.103 6.077 -0.006 -0.005 -0.018 0.148
H -0.698 -2.339 5.201 0.003 -0.001 -0.029 0.125
H 0.618 -1.585 6.080 -0.040 -0.014 0.028 0.131
H 1.614 -2.556 4.163 -0.029 -0.011 0.021 0.141
H -0.271 -2.800 2.762 0.032 -0.007 -0.032 0.093
H 0.719 -1.832 1.908 -0.025 0.066 0.015 0.044
H 2.486 -0.570 2.926 -0.057 -0.056 0.030 0.090
H 2.589 -0.529 4.676 0.061 0.035 -0.044 0.133
H 2.018 1.642 3.960 -0.013 -0.025 0.119 0.141
H 0.725 0.796 1.844 0.145 0.075 0.088 -0.003
H 0.169 2.144 2.607 0.093 0.014 -0.046 0.101
H -0.173 1.946 5.184 -0.022 0.000 0.024 0.125
H 0.946 0.900 6.045 0.006 0.036 0.022 0.131
C -7.128 0.414 -2.345 -0.031 0.002 -0.017 -0.042
C -5.763 0.312 -1.726 -0.073 -0.028 -0.049 -0.264
C -5.232 -0.907 -1.338 0.030 0.047 -0.057 -0.020
C -3.972 -1.035 -0.764 0.052 0.334 0.133 -0.292
C -3.595 -2.437 -0.391 0.083 0.066 0.368 -0.060
C -3.181 0.126 -0.553 -0.116 0.216 -0.381 -0.466
Se -1.519 0.198 0.470 0.317 -0.761 0.207 0.808
C -3.725 1.371 -0.941 0.101 -0.205 0.029 -0.289
C -3.035 2.692 -0.764 -0.069 0.103 0.082 -0.088
C -4.991 1.434 -1.514 0.014 0.076 -0.032 -0.019
H -7.600 -0.564 -2.429 -0.003 -0.006 -0.002 0.075
H -7.070 0.849 -3.344 -0.001 -0.001 -0.006 0.085
H -7.779 1.055 -1.749 -0.005 0.003 0.004 0.085
H -5.823 -1.804 -1.486 -0.005 -0.006 0.008 0.114
H -4.450 -3.097 -0.528 0.004 0.004 0.088 0.081
H -3.256 -2.508 0.644 0.057 0.008 -0.022 0.074
H -2.805 -2.812 -1.020 0.278 -0.190 -0.232 0.050
H -2.039 2.584 -0.353 0.005 0.030 0.029 -0.003
H -3.618 3.334 -0.098 0.001 -0.011 0.024 0.094
H -2.961 3.202 -1.724 -0.072 0.000 0.023 0.074
H -5.379 2.407 -1.800 0.005 0.020 0.007 0.128
```
Forces are in eV/Å.

=====

Record 3
ORCA calculation (ωB97M-V/def2-TZVPD) on a cluster of 2 separate species, C9H21BNO4 in total.

Summary:
**Lowest unoccupied orbital energy**: -3.79 eV
**Energy above the lowest of the compared OMol25 structures with the same formula, charge and spin**: 0.382 eV
**Charge**: +1
**Energy**: -735.89925 a.u.
**HOMO-LUMO gap**: 8.06 eV

```
36
Properties=species:S:1:pos:R:3:forces:R:3:lowdin_charge:R:1
C -1.999 -0.522 -3.031 0.061 -0.055 -0.032 -0.011
O -1.532 -0.989 -1.752 0.004 0.055 0.033 0.047
B -1.439 -2.299 -1.457 0.255 -0.140 -0.044 -0.623
O -1.596 -3.297 -2.373 -0.225 0.433 -0.181 0.209
C -1.032 -2.630 0.059 -0.268 0.181 -0.010 -0.099
C -2.197 -3.290 0.851 -0.017 -0.092 -0.015 -0.079
C -2.593 -2.280 1.953 0.170 -0.076 -0.027 -0.085
C -1.664 -1.147 1.738 0.051 0.016 0.077 0.022
N -0.826 -1.369 0.808 0.154 0.047 0.017 0.154
H -1.176 -0.519 -3.742 -0.009 0.002 0.012 0.104
H -2.796 -1.164 -3.401 0.015 0.024 -0.018 0.098
H -2.366 0.490 -2.886 0.005 -0.016 -0.008 0.097
H -2.289 -3.951 -2.300 0.087 -0.318 0.134 0.122
H -0.108 -3.209 0.086 -0.027 0.002 0.089 0.162
H -1.903 -4.242 1.286 0.050 0.022 -0.029 0.127
H -3.042 -3.488 0.193 -0.026 -0.011 0.065 0.119
H -2.409 -2.662 2.961 -0.114 -0.001 0.006 0.140
H -3.635 -1.959 1.921 0.029 0.046 -0.010 0.138
H -1.631 -0.221 2.300 -0.001 -0.032 0.009 0.154
H -0.097 -0.701 0.556 0.009 -0.005 -0.067 0.161
C 3.702 3.717 0.956 0.037 0.033 -0.026 -0.099
O 2.632 3.802 0.029 -0.072 -0.063 0.066 -0.186
C 2.629 2.779 -0.945 0.035 0.038 -0.018 -0.204
C 1.568 1.742 -0.646 -0.003 0.077 -0.031 -0.196
O 1.835 1.035 0.565 -0.160 -0.154 -0.044 -0.198
C 1.122 1.530 1.677 -0.170 -0.045 0.122 -0.114
H 3.502 4.444 1.740 0.012 0.006 -0.006 0.093
H 3.778 2.719 1.396 -0.010 0.005 0.012 0.084
H 4.655 3.966 0.479 -0.002 -0.015 -0.007 0.094
H 3.611 2.300 -1.012 -0.011 -0.010 0.001 0.132
H 2.406 3.231 -1.916 0.015 0.000 -0.004 0.131
H 1.538 1.009 -1.457 0.024 -0.008 0.005 0.123
H 0.590 2.233 -0.586 -0.004 -0.025 -0.009 0.128
H 0.056 1.262 1.592 -0.021 0.107 0.078 0.062
H 1.170 2.614 1.787 0.125 0.001 -0.124 0.095
H 1.536 1.065 2.571 0.004 -0.029 -0.016 0.099
```
Forces are in eV/Å.

=====

Record 4
ORCA calculation (ωB97M-V/def2-TZVPD) on a structure of composition C3H6InMgO4S.

Summary:
**Lowest unoccupied orbital energy (spin up / spin down)**: -5.56 / -5.56 eV
**Charge**: +1
**Energy**: -1206.99384 a.u.
**HOMO-LUMO gap (spin up / spin down)**: 5.29 / 5.29 eV

```
16
Properties=species:S:1:pos:R:3:forces:R:3:lowdin_charge:R:1
In -1.403 -0.844 0.499 -1.554 -0.414 2.046 1.121
S -3.393 1.171 -0.414 0.300 0.264 -0.304 0.835
O -2.051 2.052 -0.045 0.299 -0.905 -0.252 -0.743
O -3.258 -0.204 0.460 -0.548 0.150 0.215 -0.704
O -0.503 -0.548 -1.251 0.464 1.401 -1.620 -0.351
C 0.788 -1.084 -1.089 1.068 -0.780 -0.386 -0.274
C 1.711 -0.125 -0.306 0.671 -0.170 -0.262 -0.169
O 0.954 0.807 0.456 -0.814 0.048 0.351 -0.296
C 0.169 0.150 1.548 1.757 0.767 0.752 -0.147
Mg -0.438 1.492 -0.883 -0.586 0.136 -0.101 0.973
H 1.242 -1.257 -2.079 -0.187 -0.170 0.408 0.145
H 0.744 -2.056 -0.563 0.050 0.201 -0.328 0.120
H 2.312 0.485 -0.998 -0.063 -0.163 0.237 0.147
H 2.389 -0.682 0.358 -0.119 0.217 -0.254 0.150
H -0.180 1.013 2.138 -0.274 -0.543 -0.227 0.101
H 0.916 -0.370 2.169 -0.464 -0.040 -0.277 0.092
```
Forces are in eV/Å.

=====

Record 5
ORCA calculation (ωB97M-V/def2-TZVPD) on a cluster of 2 separate species, C3H9S in total.

Summary:
**Lowest unoccupied orbital energy**: 3.38 eV
**Energy above the lowest of the compared OMol25 structures with the same formula, charge and spin**: 1.465 eV
**Charge**: -1
**Energy**: -517.86010 a.u.
**HOMO-LUMO gap**: 5.28 eV

```
13
Properties=species:S:1:pos:R:3:forces:R:3:lowdin_charge:R:1
C 0.009 -0.455 2.441 -0.056 1.254 -0.561 -0.208
C 0.419 -1.574 3.369 1.622 -4.665 -2.316 -0.231
H -0.216 -0.762 1.366 0.297 0.265 1.597 0.060
H 0.839 0.290 2.384 -0.749 -0.302 -0.059 0.066
H -0.894 0.081 2.868 0.934 -0.594 -0.639 0.077
H -0.097 -2.568 2.987 0.193 1.892 1.298 0.080
H 1.523 -2.071 3.180 -2.148 2.011 0.546 0.101
H 0.279 -1.440 4.430 -0.097 0.117 0.177 0.030
C -0.301 0.127 -1.195 2.100 0.118 1.759 -0.864
S -0.078 1.124 -2.651 0.368 0.226 -1.293 -0.052
H 0.147 0.757 -0.354 -0.833 -0.932 -0.542 -0.022
H -1.354 0.025 -1.055 -0.704 -0.548 0.591 -0.050
H 0.261 -0.878 -1.087 -0.927 1.157 -0.558 0.013
```
Forces are in eV/Å.